45
Properties=species:S:1:pos:R:3:forces:R:3:nbo_charge:R:1 method="wB97M-V/def2-TZVPD" lumo_energy_ev=-4.32 smiles="NC(=O)c1cc[n+](CC(=O)c2ccc(NC(=O)c3ccccc3)cc2)cc1" charge=+1 total_energy_ha=-1200.8495
O -5.472 0.694 3.556 -0.09 0.05 -0.05 -0.53
O 1.284 -0.094 -1.288 -0.22 -0.02 0.05 -0.54
O 5.114 -1.487 -5.275 -0.05 0.24 -0.02 -0.55
N 3.234 -1.693 -0.717 0.49 -0.08 -0.57 -0.26
N 5.777 -3.560 -4.672 0.13 -0.29 -0.12 -0.80
N -3.322 0.274 3.093 -0.16 -0.21 0.65 -0.61
C 3.755 -0.674 -1.420 0.48 0.11 -0.38 0.13
C -2.238 0.098 2.282 0.60 -0.13 -0.47 0.24
C 0.014 -0.766 2.054 0.05 0.08 -0.47 -0.16
C 3.312 -2.949 -1.185 0.11 -0.42 -0.17 0.10
C -4.432 2.227 2.076 -0.17 0.48 -0.12 -0.21
C -2.213 0.480 0.931 -0.11 -0.05 0.03 -0.27
C -3.327 3.077 2.099 -0.17 -0.11 0.05 -0.12
C -5.554 2.571 1.326 0.16 -0.19 0.12 -0.15
C -5.554 3.731 0.573 -0.02 0.03 -0.04 -0.21
C -1.104 -0.543 2.816 -0.22 0.07 0.11 -0.25
C -4.494 1.022 2.931 0.04 -0.18 0.12 0.68
C -4.448 4.566 0.586 0.00 -0.01 0.00 -0.18
C 4.522 -2.197 -3.108 -0.35 0.25 0.40 -0.01
C 1.180 -0.539 -0.166 0.56 -0.34 0.09 0.55
C -1.094 0.259 0.172 0.33 -0.14 0.14 -0.11
C 0.048 -0.364 0.709 -0.72 0.28 0.19 -0.19
C 3.964 -3.238 -2.360 0.09 0.27 -0.08 -0.23
C 4.397 -0.900 -2.620 0.06 -0.26 -0.04 -0.19
C 2.395 -1.368 0.397 -0.90 0.54 0.48 -0.33
C -3.341 4.243 1.357 0.07 0.04 0.01 -0.23
C 5.174 -2.375 -4.461 0.02 -0.12 0.09 0.63
H 6.236 -3.696 -5.560 -0.02 0.00 0.03 0.43
H -3.082 0.934 0.484 -0.02 0.00 -0.06 0.25
H -6.421 3.989 -0.015 -0.08 0.02 -0.05 0.23
H 4.791 -0.079 -3.199 0.01 0.07 0.03 0.28
H 2.049 -2.273 0.894 0.15 0.06 -0.04 0.25
H -4.452 5.476 0.007 0.00 0.08 -0.05 0.22
H 2.841 -3.724 -0.598 -0.05 0.08 0.08 0.24
H -2.471 2.838 2.715 0.07 -0.02 0.03 0.21
H 5.921 -4.249 -3.957 0.01 0.07 0.02 0.40
H -2.490 4.906 1.384 0.07 0.07 0.01 0.22
H -1.076 0.549 -0.867 -0.03 0.04 -0.09 0.24
H 0.867 -1.238 2.516 0.10 -0.09 0.09 0.21
H -3.360 -0.320 3.916 -0.09 0.13 -0.17 0.42
H 2.922 -0.728 1.109 0.08 -0.18 -0.02 0.25
H -6.413 1.918 1.341 -0.09 -0.04 0.02 0.24
H 3.681 0.317 -1.001 -0.08 -0.07 0.07 0.25
H -1.118 -0.854 3.850 0.01 -0.01 0.12 0.22
H 3.999 -4.260 -2.702 -0.04 -0.09 0.02 0.25

=====

47
Properties=species:S:1:pos:R:3:forces:R:3:nbo_charge:R:1 method="wB97M-V/def2-TZVPD" lumo_energy_ev=0.31 charge=0 total_energy_ha=-1976.8271 e_above_lowest_ev=4.012
S 2.735 -6.040 3.737 -1.37 1.83 -1.22 0.62
S 1.289 -4.260 0.912 3.04 1.89 1.34 2.39
O 2.770 -4.342 1.005 -3.18 0.21 -0.21 -0.91
O 0.589 -5.053 -0.037 -0.26 0.47 -0.12 -0.88
N 0.507 -4.918 4.612 2.34 -0.93 -0.67 -0.51
N 0.692 -4.505 2.431 -1.13 0.88 -1.81 -0.86
N 2.284 -6.233 5.267 2.01 -1.75 1.13 -0.66
N 0.704 -2.608 0.955 0.72 0.07 -1.13 -0.67
C -4.411 4.019 0.134 1.35 2.19 1.43 -0.18
C -0.105 1.525 -0.265 1.16 0.49 0.63 -0.09
C -1.839 3.401 1.258 -0.06 0.29 2.68 -0.19
C -2.241 2.853 0.025 0.99 -0.54 -0.03 -0.10
C -3.462 3.209 -0.560 -2.59 1.05 1.19 -0.06
C 1.276 -5.017 3.526 -1.11 -0.49 0.90 0.22
C -3.863 2.804 -1.822 0.74 -0.55 -0.40 -0.18
C -2.689 4.279 1.922 0.24 -0.59 0.14 -0.21
C 1.194 -5.665 5.537 -2.66 0.22 1.53 0.21
C 0.134 0.275 0.309 0.74 -1.52 -0.13 0.06
C 2.461 0.957 0.773 -2.42 -0.76 -0.87 -0.20
C 1.407 -0.076 0.809 0.17 1.73 -0.72 -0.02
C 2.233 2.202 0.152 -0.82 -0.36 -0.06 -0.21
C -3.915 4.644 1.299 -0.28 -0.21 -0.59 -0.22
C 1.731 -1.537 1.293 0.24 1.23 -1.67 -0.26
C -1.902 1.534 -1.901 2.74 -2.11 -1.82 -0.23
C -0.895 -0.877 0.232 2.28 0.71 -0.96 -0.44
C -3.016 2.017 -2.503 -2.75 -0.71 -2.92 -0.21
C -0.183 -2.202 -0.136 -0.44 1.08 -0.92 -0.23
C 0.951 2.444 -0.386 0.67 0.11 0.74 -0.20
C -1.453 1.904 -0.684 -0.23 1.12 -0.24 0.06
H 2.660 -1.669 0.678 -0.41 -0.69 1.28 0.23
H -2.519 4.638 3.000 0.11 -0.40 -2.00 0.22
H -4.313 5.526 1.779 -1.14 -0.23 -0.09 0.21
H 0.282 -2.118 -1.140 0.46 0.41 0.59 0.19
H 0.877 3.444 -0.816 -0.76 -0.38 -0.12 0.22
H -1.264 0.869 -2.538 -0.44 0.48 0.82 0.21
H -5.369 4.339 -0.362 1.18 -0.45 0.69 0.22
H 1.847 -1.407 2.366 0.43 -0.83 0.02 0.23
H -1.651 -0.663 -0.492 -0.36 0.11 -0.58 0.23
H -3.415 1.692 -3.525 1.26 0.24 1.38 0.21
H -4.775 3.053 -2.303 -0.81 0.61 0.17 0.21
H 0.693 -5.928 6.475 0.34 0.61 -0.11 0.19
H -0.213 -3.964 2.500 1.51 -1.11 0.56 0.46
H -1.378 -0.912 1.156 -0.89 -0.57 1.71 0.22
H -0.937 3.066 1.855 -0.94 0.23 -1.33 0.23
H 3.420 0.731 1.135 1.15 -0.38 0.56 0.21
H 2.947 3.071 0.028 -0.46 -1.62 0.47 0.23
H -0.967 -2.884 -0.389 -0.38 -1.09 0.73 0.23

=====

55
Properties=species:S:1:pos:R:3:forces:R:3:lowdin_spin:R:1 method="wB97M-V/def2-TZVPD" lumo_energy_ev="2.15 / 2.12" charge=-1 total_energy_ha=-4143.6514 e_above_lowest_ev=1.917 multiplicity=4
Sb 9.874 18.399 9.160 -1.18 0.45 -0.07 0.29
Ti 10.792 15.713 6.622 -1.39 0.60 -0.64 0.98
S 10.180 18.780 4.975 -1.69 -0.44 -1.00 0.30
S 10.387 19.708 6.852 0.67 0.17 1.57 0.19
S 11.493 16.696 8.503 0.41 0.11 0.97 0.00
S 7.626 17.775 8.792 1.13 0.30 0.23 0.08
O 13.998 9.599 7.271 0.88 -0.65 0.02 0.00
O 10.748 13.993 5.054 -0.35 -0.38 0.04 0.01
O 13.459 8.476 5.361 0.29 -1.11 -0.20 0.00
O 11.501 13.843 7.117 -0.53 -0.95 -1.16 0.01
O 12.340 16.335 5.523 2.15 1.16 -2.27 0.02
N 9.572 17.256 5.601 1.99 0.05 -0.32 0.14
N 8.842 15.059 6.948 0.92 -1.86 0.98 0.16
N 13.578 18.267 5.437 -0.03 -0.33 -0.40 0.01
N 7.309 17.713 5.137 0.36 0.79 -1.25 0.06
N 14.227 16.366 4.228 -1.68 -0.74 0.04 0.01
C 8.663 20.972 4.065 -0.10 0.08 0.12 0.02
C 11.507 9.743 4.696 -0.36 0.36 -0.04 0.00
C 8.672 19.653 4.477 1.03 -1.17 -0.13 0.04
C 7.310 13.627 8.097 -0.05 0.04 1.24 0.11
C 12.402 11.412 6.896 -0.63 -0.21 -1.69 0.00
C 14.403 8.500 6.437 -1.05 -0.56 0.29 0.00
C 8.611 13.989 7.802 -1.92 1.84 -1.37 0.02
C 6.234 14.337 7.478 0.14 0.44 -0.77 0.07
C 10.947 11.020 4.873 -0.08 1.25 -0.47 0.00
C 7.486 18.988 4.571 -3.04 -1.10 0.39 0.02
C 7.846 15.740 6.326 0.78 0.73 0.09 0.16
C 6.269 19.638 4.179 0.74 -0.19 0.73 0.01
C 13.288 16.991 5.030 -0.15 -0.20 2.37 0.02
C 6.270 21.014 4.072 -0.90 0.41 -1.03 0.02
C 12.959 10.204 6.642 -0.49 0.55 -0.28 0.00
C 6.507 15.380 6.618 -0.64 -0.68 -0.58 0.03
C 11.148 13.275 5.996 1.20 1.17 0.90 0.02
C 7.481 21.675 3.900 0.96 1.01 -0.06 0.02
C 11.479 11.831 5.870 -0.30 0.19 1.35 0.00
C 8.311 16.923 5.605 -2.19 -0.97 1.18 0.17
C 12.547 9.489 5.530 1.37 -1.18 0.39 0.00
H 13.768 15.532 3.822 0.83 0.65 0.20 0.00
H 5.688 15.841 6.045 0.24 -0.21 0.52 0.00
H 12.955 18.776 6.064 -0.25 -0.53 0.04 0.00
H 5.189 14.016 7.615 0.62 0.27 0.14 0.00
H 14.745 16.945 3.598 0.04 0.14 -0.30 0.00
H 6.402 17.428 5.464 -0.05 0.58 -0.18 0.00
H 5.377 19.027 4.003 0.18 0.33 0.62 0.00
H 11.220 8.989 3.970 -0.01 0.38 -0.14 0.00
H 7.068 13.003 8.992 0.43 0.12 -1.15 0.01
H 14.314 7.525 7.016 0.22 1.17 -0.54 0.00
H 12.710 12.077 7.673 0.00 0.26 0.24 0.00
H 10.215 11.528 4.178 0.83 -0.99 0.85 0.00
H 5.328 21.599 4.024 0.62 -0.63 -0.27 0.00
H 14.548 18.530 5.512 -0.08 -0.03 -0.27 0.00
H 9.615 21.438 3.998 0.61 0.63 -0.20 0.00
H 15.422 8.629 6.024 -0.46 0.13 0.30 0.00
H 7.570 22.750 3.602 -0.40 -1.07 0.54 0.00
H 9.485 13.517 8.187 0.34 -0.16 0.39 0.00

=====

48
Properties=species:S:1:pos:R:3:forces:R:3:lowdin_spin:R:1 method="wB97M-V/def2-TZVPD" lumo_energy_ev="0.03 / 0.03" charge=0 total_energy_ha=-5124.6486 multiplicity=3
Se -1.702 -0.685 1.098 -0.24 0.05 -0.09 0.09
Ni -0.479 -0.230 -1.032 0.40 0.10 0.31 1.68
O 1.466 -0.346 -0.959 0.23 -0.01 -0.10 0.07
N -4.059 -2.106 -1.774 -0.18 0.04 -0.01 0.00
N -0.302 1.786 -1.122 -0.30 0.02 0.07 0.04
N 0.545 3.792 -1.045 -0.07 0.09 0.01 0.00
N -0.416 -2.293 -1.507 -0.02 0.01 0.02 0.03
N -2.491 -0.566 -1.842 -0.20 0.02 -0.01 0.03
N -1.610 -4.127 -1.505 0.07 -0.15 0.09 0.00
C -1.217 -0.894 3.905 0.04 0.04 0.08 0.01
C 4.581 2.374 -0.904 -0.01 -0.07 0.02 0.00
C -0.290 -4.508 -1.357 -0.08 0.03 0.00 0.00
C -0.711 -0.414 2.699 0.24 0.08 -0.11 0.01
C 3.760 0.109 -0.929 0.08 -0.02 0.03 0.01
C -0.822 3.958 -1.110 0.13 0.01 0.07 0.00
C -1.331 2.707 -1.146 0.04 -0.13 -0.07 0.00
C -1.626 -2.781 -1.577 -0.20 0.06 -0.17 0.00
C -0.522 -0.699 5.091 -0.03 -0.02 -0.04 0.00
C 1.203 0.455 3.896 -0.02 0.00 -0.03 0.00
C 3.282 2.821 -0.941 -0.01 0.02 0.00 0.00
C -3.721 0.042 -1.946 0.14 -0.02 -0.06 0.00
C -2.738 -1.854 -1.730 0.20 -0.13 -0.04 0.00
C 2.412 0.543 -0.957 -0.20 -0.20 0.06 0.00
C 0.833 2.466 -1.045 0.10 0.04 -0.05 0.00
C 0.693 -0.026 5.095 -0.02 -0.01 -0.02 0.00
C 0.434 -3.355 -1.363 -0.01 0.11 0.01 0.00
C 0.508 0.266 2.709 -0.01 -0.02 -0.01 0.00
C -4.704 -0.893 -1.908 0.03 -0.11 0.04 0.00
C 4.810 0.992 -0.904 -0.01 0.02 -0.02 0.00
C 2.190 1.940 -0.979 -0.10 0.17 0.01 0.00
H -1.289 4.926 -1.097 0.02 -0.01 -0.02 0.00
H 0.000 -5.539 -1.257 -0.03 0.01 -0.01 0.00
H 1.222 4.530 -0.990 0.01 0.00 0.01 0.00
H 1.496 -3.209 -1.267 -0.03 0.02 0.02 0.00
H 1.235 0.121 6.020 0.00 0.00 0.00 0.00
H -2.359 2.400 -1.172 0.01 -0.01 0.06 0.00
H -0.931 -1.080 6.020 -0.01 0.00 -0.01 0.00
H -4.509 -2.994 -1.646 0.00 -0.01 0.00 0.00
H 5.404 3.075 -0.872 0.00 0.00 -0.01 0.00
H 5.826 0.616 -0.882 -0.01 0.00 0.01 0.00
H -2.164 -1.420 3.909 0.01 -0.01 0.01 0.00
H 3.927 -0.961 -0.916 0.00 0.02 0.00 0.00
H -2.402 -4.744 -1.477 0.00 -0.01 -0.02 0.00
H -5.775 -0.815 -1.952 0.01 -0.01 -0.01 0.00
H -3.830 1.106 -2.055 0.03 0.00 0.01 0.00
H 2.150 0.981 3.883 0.00 0.00 -0.02 0.00
H 0.911 0.641 1.775 0.02 -0.02 0.01 0.00
H 3.115 3.893 -0.934 0.00 -0.01 -0.03 0.00

=====

52
Properties=species:S:1:pos:R:3:forces:R:3:nbo_charge:R:1 method="wB97M-V/def2-TZVPD" lumo_energy_ev=-6.50 charge=+2 total_energy_ha=-2421.0717
Bi -0.221 0.131 0.008 -0.24 0.04 0.00 2.04
I -7.669 -1.217 -0.001 -0.05 -0.03 0.00 0.24
I -4.259 3.674 -0.004 -0.01 0.05 0.00 0.26
P 2.322 -2.831 0.005 0.04 -0.08 0.00 0.79
O -1.991 1.370 0.004 0.00 0.01 0.00 -0.84
N 1.070 -3.415 -2.424 0.13 -0.05 -0.09 -0.30
N 0.328 -1.543 1.598 -0.17 -0.17 0.01 -0.59
N 2.506 -0.062 0.002 0.10 0.19 0.02 -0.53
N 0.327 -1.539 -1.585 -0.18 -0.18 0.00 -0.59
N -2.173 -1.246 0.008 0.07 0.07 0.00 -0.56
N 4.485 -1.035 0.018 0.11 -0.07 -0.01 -0.30
N 1.070 -3.420 2.436 0.13 -0.05 0.09 -0.30
C 1.166 -2.558 -1.386 -0.04 0.04 -0.04 0.09
C 1.166 -2.562 1.398 -0.04 0.04 0.03 0.09
C -3.345 -0.545 0.005 0.20 0.02 0.00 0.10
C -5.769 -0.379 0.001 0.01 0.03 0.00 -0.19
C -0.323 -1.769 2.785 0.12 0.13 -0.05 -0.07
C -2.206 -2.569 0.009 0.04 -0.07 0.00 0.09
C 0.151 -2.925 3.321 -0.02 -0.09 -0.05 -0.04
C 1.841 -4.656 2.629 -0.07 0.09 0.01 -0.41
C 5.525 -2.067 0.025 -0.06 0.10 0.00 -0.41
C -4.375 1.612 -0.001 -0.10 0.09 0.00 -0.19
C 3.142 -1.222 0.007 -0.02 0.05 0.00 0.03
C -3.397 -3.286 0.008 0.02 0.01 0.00 -0.28
C 1.843 -4.649 -2.620 -0.08 0.09 -0.01 -0.41
C -4.599 -1.193 0.004 -0.05 -0.10 0.00 -0.04
C 4.703 0.311 0.019 0.02 -0.05 0.01 -0.04
C -0.325 -1.765 -2.770 0.12 0.15 0.05 -0.07
C 0.150 -2.920 -3.309 -0.02 -0.10 0.04 -0.04
C -3.223 0.868 0.002 0.08 -0.08 0.00 0.25
C -5.644 0.981 -0.001 0.08 -0.02 0.00 -0.22
C 3.471 0.905 0.011 -0.09 -0.07 -0.02 -0.07
C -4.589 -2.597 0.006 -0.03 0.05 0.00 -0.07
H 2.904 -4.433 2.659 0.01 -0.01 0.01 0.23
H -3.374 -4.366 0.010 0.00 0.00 0.00 0.25
H -1.064 -1.088 -3.165 0.00 -0.01 0.01 0.25
H -6.528 1.603 -0.004 0.01 0.01 0.00 0.26
H 3.239 1.957 0.009 0.00 -0.01 0.00 0.24
H -1.251 -3.084 0.012 -0.02 0.03 0.00 0.20
H 1.629 -5.360 1.828 0.00 0.00 -0.01 0.23
H 1.542 -5.094 3.575 0.00 0.00 0.01 0.25
H 1.635 -5.354 -1.820 0.00 0.00 0.01 0.23
H 1.542 -5.087 -3.567 0.00 0.00 -0.01 0.25
H 6.492 -1.573 0.031 0.01 0.00 0.00 0.25
H -0.081 -3.427 4.245 -0.01 -0.01 -0.02 0.26
H -5.530 -3.132 0.005 0.00 0.00 0.00 0.25
H -0.082 -3.420 -4.233 -0.01 -0.01 0.02 0.26
H 5.696 0.728 0.026 -0.01 -0.01 0.00 0.25
H 2.905 -4.424 -2.653 0.01 -0.01 -0.01 0.23
H 5.440 -2.685 0.915 0.00 -0.01 0.00 0.22
H -1.063 -1.092 3.180 0.00 -0.01 -0.01 0.25
H 5.452 -2.684 -0.868 0.00 -0.01 0.00 0.22